190
Properties=species:S:1:pos:R:3:lowdin_charge:R:1 method="wB97M-V/def2-TZVPD" energy_ha=-5809.327146 gap_ha=0.282 relative_energy_kcal_mol=0.0
C 7.703 3.498 -1.172 -0.25
S 5.870 3.597 -1.116 0.80
O 5.402 3.928 -2.497 -0.59
C 5.533 1.826 -0.946 -0.25
H 7.933 2.890 -2.042 0.05
H 8.064 2.993 -0.269 0.05
H 8.114 4.487 -0.985 0.05
H 5.943 1.390 -1.860 0.06
H 4.470 1.595 -0.953 0.02
H 5.985 1.485 -0.015 0.06
C 4.570 -2.064 -4.573 -0.25
S 4.111 -3.566 -5.517 0.81
O 5.432 -4.053 -6.014 -0.56
C 3.888 -4.640 -4.090 -0.28
H 4.657 -1.216 -5.250 0.05
H 5.521 -2.118 -4.034 0.07
H 3.918 -1.888 -3.711 0.02
H 4.767 -4.513 -3.455 0.05
H 3.861 -5.674 -4.427 0.04
H 3.060 -4.389 -3.424 0.03
C 1.444 4.768 -2.419 -0.24
S 2.258 3.219 -1.919 0.88
O 1.723 2.973 -0.524 -0.57
C 1.254 2.215 -3.060 -0.25
H 1.747 4.936 -3.459 0.06
H 1.645 5.624 -1.780 0.06
H 0.367 4.730 -2.587 0.01
H 1.967 1.401 -3.210 0.03
H 1.183 2.662 -4.050 0.05
H 0.289 1.904 -2.675 0.05
C -1.317 -6.527 0.017 -0.29
S -1.336 -8.045 0.978 0.83
O -2.059 -7.735 2.241 -0.57
C -2.522 -8.977 -0.098 -0.24
H -2.235 -5.943 -0.057 0.06
H -1.099 -6.857 -1.004 0.01
H -0.491 -5.862 0.267 0.04
H -3.554 -8.802 0.201 0.05
H -2.337 -10.031 0.125 0.04
H -2.298 -8.839 -1.153 0.03
C 5.624 -7.102 -0.276 -0.26
S 4.954 -5.559 0.493 0.84
O 5.008 -4.466 -0.554 -0.59
C 3.178 -6.076 0.356 -0.24
H 6.690 -6.989 -0.452 0.05
H 5.167 -7.112 -1.273 0.05
H 5.310 -8.068 0.115 0.05
H 2.914 -5.857 -0.678 0.03
H 2.446 -5.541 0.955 0.04
H 3.203 -7.142 0.575 0.04
C 0.329 -5.961 -4.517 -0.23
S 1.271 -7.320 -3.674 0.83
O 0.886 -7.128 -2.236 -0.58
C 0.278 -8.702 -4.347 -0.26
H -0.734 -5.962 -4.286 0.06
H 0.487 -6.017 -5.592 0.05
H 0.822 -5.131 -4.011 0.02
H -0.771 -8.561 -4.080 0.05
H 0.721 -9.661 -4.103 0.05
H 0.211 -8.594 -5.434 0.05
C 1.028 -0.923 -7.322 -0.24
S 0.752 -0.822 -5.483 0.83
O 0.426 0.640 -5.376 -0.57
C -0.843 -1.685 -5.667 -0.26
H 0.356 -0.297 -7.907 0.06
H 1.066 -1.963 -7.638 0.04
H 1.982 -0.412 -7.475 0.04
H -1.264 -1.873 -4.676 0.03
H -0.652 -2.646 -6.141 0.04
H -1.565 -1.047 -6.173 0.06
C -6.312 6.184 -3.446 -0.05
C -5.211 5.629 -2.565 -0.52
C -5.865 4.723 -1.506 -0.13
C -4.889 3.804 -0.772 -0.18
C -4.107 3.021 -1.809 -0.14
C -3.349 3.865 -2.816 -0.49
N -4.371 4.783 -3.401 -0.09
O -3.786 5.485 -4.494 -0.02
C -2.131 4.597 -2.236 -0.01
C -2.891 2.859 -3.905 -0.03
C -4.484 6.822 -1.922 -0.05
H -7.096 6.816 -3.022 0.09
H -6.935 5.366 -3.830 0.08
H -5.931 6.715 -4.319 0.08
H -6.293 5.447 -0.802 0.12
H -6.741 4.188 -1.877 0.12
H -5.417 3.171 -0.053 0.10
H -4.365 4.455 -0.061 0.11
H -4.726 2.195 -2.163 0.13
H -3.341 2.481 -1.230 0.09
H -2.484 5.341 -1.520 0.07
H -1.444 3.920 -1.735 0.08
H -1.707 5.211 -3.031 0.08
H -3.676 2.298 -4.411 0.09
H -2.188 3.337 -4.589 0.08
H -2.306 2.085 -3.397 0.07
H -5.060 7.698 -1.580 0.08
H -3.794 7.383 -2.558 0.09
H -4.012 6.647 -0.947 0.07
H -3.972 4.897 -5.234 0.10
C -5.563 3.006 3.313 -0.04
C -4.144 2.576 3.712 -0.50
C -3.386 3.891 3.881 -0.15
C -2.029 3.776 4.573 -0.16
C -2.230 3.076 5.933 -0.14
C -3.039 1.771 5.881 -0.48
N -4.233 1.897 5.027 -0.12
O -5.062 0.772 5.011 0.00
C -2.089 0.587 5.495 -0.01
C -3.509 1.597 7.355 -0.03
C -3.501 1.769 2.539 -0.01
H -6.048 3.528 4.138 0.09
H -5.503 3.482 2.335 0.07
H -6.230 2.154 3.135 0.08
H -3.216 4.363 2.907 0.12
H -4.001 4.617 4.418 0.12
H -1.252 3.346 3.944 0.09
H -1.771 4.803 4.843 0.11
H -2.488 3.786 6.715 0.12
H -1.210 2.745 6.158 0.10
H -1.613 0.621 4.515 0.06
H -2.611 -0.354 5.670 0.08
H -1.272 0.626 6.221 0.07
H -4.382 2.252 7.412 0.09
H -2.857 2.013 8.121 0.08
H -3.708 0.538 7.519 0.08
H -3.699 2.366 1.655 0.07
H -2.461 1.777 2.868 0.05
H -3.847 0.737 2.537 0.09
H -5.822 1.039 5.539 0.11
C -1.040 1.263 0.059 -0.03
C -0.825 -0.232 0.272 -0.45
C -2.026 -1.001 -0.309 -0.12
C -1.732 -2.465 -0.637 -0.16
C -0.456 -2.638 -1.519 -0.11
C 0.726 -1.941 -0.830 -0.48
N 0.450 -0.571 -0.405 -0.10
O 1.601 0.054 0.073 -0.02
C 1.305 -2.769 0.292 -0.03
C 1.809 -1.891 -1.945 -0.04
C -0.672 -0.529 1.786 -0.01
H -1.588 1.698 0.899 0.06
H -1.583 1.495 -0.861 0.05
H -0.188 1.949 0.037 0.05
H -2.764 -0.940 0.499 0.11
H -2.548 -0.393 -1.052 0.11
H -2.538 -2.915 -1.225 0.11
H -1.711 -3.056 0.281 0.10
H -0.736 -2.359 -2.531 0.10
H -0.329 -3.715 -1.383 0.11
H 0.566 -3.361 0.853 0.08
H 1.964 -3.561 -0.073 0.07
H 1.800 -2.210 1.079 0.06
H 2.824 -1.873 -1.535 0.08
H 1.829 -2.815 -2.529 0.06
H 1.648 -1.021 -2.583 0.06
H 0.024 0.215 2.187 0.07
H -0.192 -1.479 2.028 0.07
H -1.631 -0.544 2.304 0.07
H 1.588 0.925 -0.356 0.05
C 4.520 -0.424 4.834 -0.02
C 3.056 -0.513 4.302 -0.49
C 2.013 -0.461 5.426 -0.13
C 1.920 0.940 6.024 -0.18
C 1.560 1.973 4.960 -0.16
C 2.527 1.975 3.788 -0.48
N 2.740 0.579 3.350 -0.08
O 3.624 0.563 2.249 -0.03
C 1.714 2.755 2.709 -0.03
C 3.817 2.743 4.143 -0.03
C 2.947 -1.818 3.533 -0.05
H 4.736 -1.169 5.608 0.08
H 4.648 0.568 5.260 0.06
H 5.257 -0.733 4.094 0.08
H 0.999 -0.837 5.295 0.12
H 2.501 -1.014 6.238 0.12
H 2.884 1.150 6.491 0.11
H 1.096 0.900 6.741 0.10
H 1.632 2.941 5.469 0.13
H 0.512 1.886 4.666 0.09
H 1.169 2.061 2.062 0.06
H 1.077 3.518 3.147 0.08
H 2.337 3.196 1.925 0.07
H 4.010 2.779 5.218 0.07
H 4.719 2.437 3.616 0.08
H 3.681 3.797 3.878 0.08
H 3.636 -1.878 2.689 0.08
H 1.926 -1.885 3.142 0.06
H 3.056 -2.773 4.055 0.09
H 3.067 0.442 1.461 0.07